Entry 1:
ORCA calculation (ωB97M-V/def2-TZVPD) on 3 unconnected molecules or ions with the total composition C4H14O2S in a non-equilibrium geometry.

- SMILES: CCCSC.O.O
- Electronic energy: -19304.650 eV
- Largest force on an atom: 0.0310 hartree/bohr
- Gap between HOMO and LUMO: 9.2 eV
- Charge: 0

```
21
C4H14O2S | OMol25 | ωB97M-V/def2-TZVPD
C -4.072 0.922 -0.725
C -3.374 -0.425 -0.592
C -2.727 -0.701 0.771
S -0.870 -0.981 0.705
C -0.423 0.362 -0.419
H -4.712 1.099 0.138
H -4.656 1.068 -1.627
H -3.301 1.707 -0.784
H -4.217 -1.128 -0.655
H -2.692 -0.643 -1.404
H -2.824 0.055 1.541
H -3.129 -1.646 1.121
H -0.653 0.116 -1.451
H 0.586 0.713 -0.225
H -1.026 1.264 -0.245
O 6.062 0.102 -1.386
H 5.510 -0.183 -2.112
H 6.686 -0.639 -1.368
O 4.146 1.144 1.117
H 4.585 1.995 1.178
H 4.107 0.789 1.995
```

Entry 2:
ORCA calculation (ωB97M-V/def2-TZVPD) on a molecular structure, C30H24AlBBrN3O4S2.

- Electronic energy: -143154.362 eV
- Largest force on an atom: 0.0117 hartree/bohr
- Gap between HOMO and LUMO: 7.1 eV
- Charge: 0

```
66
C30H24AlBBrN3O4S2 | OMol25 | ωB97M-V/def2-TZVPD
Al 0.908 -0.639 0.815
C 3.117 -2.272 -1.142
C 3.697 -1.571 0.056
C 5.102 -1.435 0.116
C 5.698 -1.007 1.259
C 4.911 -0.743 2.403
C 5.485 -0.446 3.655
C 4.673 -0.246 4.737
C 3.277 -0.304 4.599
C 2.672 -0.564 3.384
S 0.946 -0.598 3.212
C 3.508 -0.816 2.257
N 2.925 -1.183 1.060
H 3.722 -3.157 -1.342
H 3.151 -1.641 -2.031
H 2.090 -2.591 -0.968
H 5.684 -1.704 -0.757
H 6.775 -0.895 1.319
H 6.565 -0.399 3.741
H 5.105 -0.047 5.710
H 2.640 -0.132 5.458
N -2.191 -2.156 2.414
C -1.729 -2.328 1.179
S -0.177 -2.981 0.923
N -2.473 -2.007 0.110
C -3.621 -1.182 0.006
C -3.885 -0.122 0.867
C -5.025 0.648 0.682
C -5.895 0.387 -0.365
C -5.608 -0.647 -1.246
C -4.481 -1.429 -1.061
H -1.516 -2.218 3.163
H -3.077 -1.717 2.590
H -2.021 -2.254 -0.761
H -3.166 0.161 1.624
H -5.218 1.477 1.352
H -6.781 0.993 -0.505
H -6.266 -0.849 -2.082
H -4.258 -2.241 -1.746
Br -1.274 5.817 -1.849
C -1.431 4.729 -0.306
C -2.285 5.115 0.713
C -2.391 4.317 1.844
C -1.670 3.137 1.940
C -0.818 2.767 0.907
C -0.685 3.565 -0.221
C -0.098 1.459 0.958
O 1.152 1.368 0.843
O -0.780 0.385 1.069
H -2.856 6.030 0.623
H -3.046 4.617 2.652
H -1.748 2.508 2.819
H -0.009 3.277 -1.018
O 1.305 0.202 -2.263
B 0.641 -0.605 -1.314
O -0.307 -1.391 -2.014
C -0.174 -1.093 -3.348
C -0.842 -1.628 -4.425
C -0.489 -1.148 -5.686
C 0.493 -0.175 -5.838
C 1.164 0.357 -4.736
C 0.806 -0.126 -3.498
H -1.602 -2.387 -4.295
H -0.985 -1.541 -6.564
H 0.744 0.179 -6.830
H 1.924 1.121 -4.847
```

Entry 3:
ORCA calculation (ωB97M-V/def2-TZVPD) on a single C18H17N3O5S molecule in a non-equilibrium geometry.

- SMILES: COc1ccccc1C(=O)Nc1ccc(S(=O)(=O)Nc2cc(C)on2)cc1
- Electronic energy: -44483.649 eV
- Largest force on an atom: 0.0323 hartree/bohr
- Gap between HOMO and LUMO: 9.0 eV
- Charge: 0

```
44
C18H17N3O5S | OMol25 | ωB97M-V/def2-TZVPD
C -0.051 4.487 -0.562
O 0.915 3.491 -0.303
C 2.215 3.856 -0.068
C 2.637 5.179 -0.140
C 3.954 5.525 0.106
C 4.878 4.551 0.435
C 4.467 3.237 0.512
C 3.149 2.855 0.263
C 2.894 1.387 0.402
O 3.733 0.653 0.884
N 1.685 0.948 -0.065
C 1.179 -0.343 -0.076
C 1.890 -1.454 0.382
C 1.310 -2.707 0.331
C 0.032 -2.866 -0.172
S -0.620 -4.533 -0.167
O -1.045 -4.861 1.158
O 0.310 -5.393 -0.828
N -1.974 -4.493 -1.162
C -3.166 -3.914 -0.816
C -3.684 -3.746 0.498
C -4.895 -3.155 0.290
C -5.962 -2.717 1.222
O -5.086 -2.976 -1.029
N -4.004 -3.445 -1.713
C -0.685 -1.777 -0.631
C -0.112 -0.521 -0.583
H -0.996 3.954 -0.666
H -0.128 5.195 0.267
H 0.164 5.023 -1.490
H 1.936 5.959 -0.391
H 4.248 6.561 0.039
H 5.906 4.813 0.631
H 5.162 2.454 0.774
H 1.058 1.659 -0.417
H 2.885 -1.323 0.773
H 1.843 -3.580 0.673
H -1.788 -4.553 -2.150
H -3.210 -4.038 1.408
H -5.619 -2.821 2.246
H -6.854 -3.325 1.079
H -6.229 -1.680 1.026
H -1.680 -1.900 -1.029
H -0.666 0.334 -0.942
```

Entry 4:
ORCA calculation (ωB97M-V/def2-TZVPD) on a single C14H21NO2S molecule in a non-equilibrium geometry.

- SMILES: CCOCCCNC(=O)c1ccccc1SCC
- Electronic energy: -31267.312 eV
- Largest force on an atom: 0.3215 hartree/bohr
- Gap between HOMO and LUMO: 8.6 eV
- Charge: 0

```
39
C14H21NO2S | OMol25 | ωB97M-V/def2-TZVPD
C -4.277 0.155 -0.885
C -2.851 -0.063 -0.500
O -2.263 -1.334 -0.747
C -1.939 -1.447 -2.197
C -0.752 -2.599 -2.543
C 0.622 -2.103 -2.105
N 0.868 -1.701 -0.712
C 0.715 -0.374 -0.380
O 0.541 0.591 -0.852
C 0.945 -0.319 1.301
C -0.021 -0.899 1.791
C -0.139 -0.732 3.413
C 1.060 -0.164 3.931
C 1.977 0.653 3.166
C 1.915 0.490 1.618
S 3.256 1.213 0.791
C 2.359 2.560 0.348
C 3.406 3.652 -0.372
H -4.690 -0.924 -0.520
H -4.414 0.380 -1.924
H -4.649 1.015 -0.397
H -2.108 0.871 -0.887
H -2.810 0.026 0.831
H -2.918 -1.712 -2.595
H -1.506 -0.446 -2.703
H -1.044 -3.243 -1.752
H -0.919 -2.636 -3.469
H 0.712 -1.181 -2.636
H 1.365 -2.868 -2.428
H 0.739 -2.319 -0.121
H -0.924 -1.221 1.494
H -0.916 -1.268 4.077
H 1.101 0.054 4.849
H 2.741 0.965 3.594
H 2.035 3.341 1.286
H 1.667 2.169 -0.191
H 4.393 3.714 0.227
H 3.799 3.198 -1.175
H 2.925 4.507 -0.626
```

Entry 5:
ORCA calculation (ωB97M-V/def2-TZVPD) on 2 unconnected molecules or ions with the total composition C5H11NO in a non-equilibrium geometry.

- SMILES: C=N/C=C/CC.O
- Electronic energy: -8899.460 eV
- Largest force on an atom: 0.0211 hartree/bohr
- Gap between HOMO and LUMO: 9.6 eV
- Charge: 0

```
18
C5H11NO | OMol25 | ωB97M-V/def2-TZVPD
C -0.111 -0.876 2.567
N -1.195 -0.526 2.033
C -1.218 0.053 0.732
C -0.255 0.778 0.169
C -0.407 1.399 -1.195
C 0.882 1.342 -2.004
H -0.127 -1.277 3.578
H 0.883 -0.829 2.111
H -2.175 -0.082 0.247
H 0.729 0.841 0.627
H -1.214 0.911 -1.741
H -0.669 2.449 -1.067
H 1.675 2.023 -1.670
H 0.705 1.705 -3.023
H 1.322 0.348 -2.074
O 1.457 -1.802 -1.328
H 1.692 -1.926 -0.401
H 0.602 -2.235 -1.402
```

Entry 6:
ORCA calculation (ωB97M-V/def2-TZVPD) on a single C5H6O2S molecule in a non-equilibrium geometry.

- SMILES: C=CC(=S)OCC=O
- Electronic energy: -20210.423 eV
- Largest force on an atom: 0.0638 hartree/bohr
- Gap between HOMO and LUMO: 8.5 eV
- Charge: 0

```
14
C5H6O2S | OMol25 | ωB97M-V/def2-TZVPD
C 1.482 -1.985 0.619
C 1.972 -0.753 0.491
C 1.104 0.381 0.162
S 1.620 1.944 0.314
O -0.099 0.084 -0.342
C -1.098 1.133 -0.320
C -2.427 0.595 -0.885
O -2.551 -0.621 -1.023
H 2.054 -2.889 0.826
H 0.406 -2.098 0.536
H 3.025 -0.453 0.723
H -1.422 1.265 0.720
H -0.833 2.061 -0.779
H -3.234 1.337 -1.044
```

Copy entry 5 word for word.
ORCA calculation (ωB97M-V/def2-TZVPD) on 2 unconnected molecules or ions with the total composition C5H11NO in a non-equilibrium geometry.

- SMILES: C=N/C=C/CC.O
- Electronic energy: -8899.460 eV
- Largest force on an atom: 0.0211 hartree/bohr
- Gap between HOMO and LUMO: 9.6 eV
- Charge: 0

```
18
C5H11NO | OMol25 | ωB97M-V/def2-TZVPD
C -0.111 -0.876 2.567
N -1.195 -0.526 2.033
C -1.218 0.053 0.732
C -0.255 0.778 0.169
C -0.407 1.399 -1.195
C 0.882 1.342 -2.004
H -0.127 -1.277 3.578
H 0.883 -0.829 2.111
H -2.175 -0.082 0.247
H 0.729 0.841 0.627
H -1.214 0.911 -1.741
H -0.669 2.449 -1.067
H 1.675 2.023 -1.670
H 0.705 1.705 -3.023
H 1.322 0.348 -2.074
O 1.457 -1.802 -1.328
H 1.692 -1.926 -0.401
H 0.602 -2.235 -1.402
```

Q: What is the formula in the fifth record?
A: C5H11NO

Q: What is the largest force on an atom in the second record?
A: 0.0117 hartree/bohr

Q: gap between HOMO and LUMO of number 4 (C14H21NO2S)?
A: 8.6 eV